Molecular formula: C4H3FO2S
Method: DFT, ωB97M-V/def2-TZVPD

```
11
Properties=species:S:1:pos:R:3:forces:R:3
O 0.5131 1.8270 1.7007 2.2 1.5 2.3
C -0.2170 1.4128 0.9033 -2.4 -0.7 -1.7
C -0.0138 -0.0137 0.3744 0.5 -0.6 0.0
F 1.2549 -0.3681 0.7720 -0.3 -0.2 -0.6
C -0.9965 -0.9862 1.0605 1.0 -0.7 -0.3
O -2.1627 -0.8248 0.9772 -1.7 0.5 0.0
C -0.2582 -0.1014 -1.1213 1.3 -0.9 -0.9
S 0.8623 -0.4107 -2.2710 -0.8 0.4 1.2
H -1.0857 2.0008 0.5505 -0.1 -0.3 -0.2
H -0.5967 -1.9180 1.5358 0.4 0.7 -0.1
H -1.2995 -0.0850 -1.4242 -0.2 0.3 0.3
```
Positions in Å, forces in eV/Å.

Values from the calculation:
spin multiplicity = 1
lowest unoccupied orbital energy = -1.186 eV
SMILES = O=CC(F)(C=O)C=S
energy relative to the best compared isomer or geometry (same formula, charge and spin) = 32.3 kcal/mol
DFT total energy = -21842.03038 eV
molar mass = 134.13 g/mol

Molecular formula: C15H26N5O5STc
Method: DFT, ωB97M-V/def2-TZVPD

```
53
Properties=species:S:1:pos:R:3:forces:R:3
Tc 0.4636 0.3031 -0.4428 -0.4 -1.9 -1.2
C 0.1975 0.8905 -3.4579 0.6 -0.3 -0.4
C 1.6937 1.0437 -3.2412 -0.8 0.4 -0.5
N 2.0362 0.4183 -1.9441 -0.2 -0.7 0.6
C 3.2253 1.0124 -1.3239 0.6 0.4 0.5
C 2.9520 2.4194 -0.7846 0.1 0.0 0.1
S 1.2529 2.6270 -0.0936 0.0 -0.1 -0.3
C 0.3076 3.4422 -1.4567 -0.1 0.0 0.1
C -0.8543 2.5771 -1.9282 0.0 0.7 0.4
N -0.5074 1.1579 -2.1795 -0.3 -0.3 0.3
H -0.1578 1.5588 -4.2486 0.0 -0.1 0.1
H -0.0250 -0.1373 -3.7548 -0.1 0.1 0.1
H 2.2394 0.5574 -4.0543 0.1 0.1 0.2
H 1.9676 2.0974 -3.2316 0.2 -0.1 0.1
H 2.2496 -0.5680 -2.1311 -0.2 0.0 0.2
H 3.5461 0.3539 -0.5123 0.0 0.0 -0.1
H 4.0522 1.0720 -2.0427 -0.1 -0.1 0.0
H 3.6362 2.6283 0.0410 -0.1 0.1 -0.1
H 3.0999 3.2034 -1.5270 -0.1 0.0 0.0
H -0.0981 4.3625 -1.0284 0.1 0.0 -0.1
H 0.9944 3.7188 -2.2538 0.1 0.0 0.1
H -1.6209 2.5876 -1.1478 0.0 -0.1 -0.1
H -1.2814 3.0323 -2.8293 0.0 -0.1 0.1
H -1.4065 0.6837 -2.2735 0.0 -0.3 0.3
O -3.7262 -5.4340 -0.7118 -1.4 -1.0 -0.1
C -2.6360 -4.7304 -0.6118 1.8 0.5 0.1
O -1.5388 -5.2249 -0.6559 -1.6 -0.3 -0.2
C -2.7565 -3.2403 -0.4586 -0.3 0.4 0.0
C -3.8711 -2.4218 -0.3224 0.6 -0.4 -0.1
N -3.4280 -1.1570 -0.2868 -0.5 0.4 0.1
N -2.1025 -1.0780 -0.3945 1.1 0.7 -0.1
C -1.6747 -2.3316 -0.4879 -0.3 -0.5 0.0
C -0.2095 -2.6407 -0.5509 -2.4 -3.6 1.5
O 0.2078 -3.7297 -0.2709 1.0 2.0 -0.2
O 0.4997 -1.6251 -0.9214 2.3 4.4 -0.7
H -4.5865 -4.9882 -0.6841 0.4 0.1 0.0
H -4.9164 -2.6441 -0.2361 -0.3 0.0 0.0
H -3.9992 -0.3256 -0.1993 0.2 -0.2 0.0
C -1.4248 -0.2213 3.4846 -0.9 -0.1 -0.3
N -0.0099 -0.0141 3.7104 0.7 0.0 -1.7
C 0.4463 0.1662 5.0705 0.6 0.2 1.1
C 0.8136 0.0400 2.6830 0.4 0.1 2.3
C 2.2878 0.1709 2.8746 0.0 -0.1 -0.1
O 0.3692 -0.0413 1.4878 -0.6 -0.1 -1.8
H -1.9480 -0.2581 4.4344 0.1 0.0 0.0
H -1.5994 -1.1639 2.9622 0.1 0.0 0.0
H -1.8401 0.5961 2.8927 0.0 0.0 0.0
H -0.4012 0.1286 5.7481 0.0 0.0 -0.1
H 0.9328 1.1357 5.1905 -0.1 -0.1 0.0
H 1.1432 -0.6166 5.3777 -0.1 0.0 -0.1
H 2.5991 -0.0285 3.8926 0.0 0.0 0.0
H 2.6229 1.1752 2.6133 -0.1 0.1 0.0
H 2.7817 -0.5412 2.2146 0.0 -0.1 0.0
```
Positions in Å, forces in eV/Å.

Values from the calculation:
spin multiplicity = 4
lowest unoccupied orbital energy (alpha / beta) = -12.162 / -12.469 eV
total charge = +3
energy relative to the best compared isomer or geometry (same formula, charge and spin) = 48.4 kcal/mol
DFT total energy = -46670.78345 eV
molar mass = 486.47 g/mol

Molecular formula: C11H19ClSi
Method: DFT, ωB97M-V/def2-TZVPD

```
32
Properties=species:S:1:pos:R:3:forces:R:3
C -0.1065 -0.6889 -0.8995 2.5 -0.8 0.4
C -1.2910 -0.3830 -0.8895 0.7 0.5 0.0
C 2.5438 -1.3964 0.8321 -1.7 -2.0 0.6
C 2.1396 -1.4410 -0.6278 -2.2 2.2 1.4
C 3.1201 -0.4146 -0.2006 -1.1 -0.2 1.4
C 1.5077 -0.9302 1.9191 0.3 0.0 0.0
C 2.6792 0.9976 0.0911 -2.2 0.6 -4.0
C 4.5324 -0.6665 -0.5977 0.6 -0.4 -0.3
C -4.2327 -0.2093 -1.7972 0.0 2.1 -0.4
C -3.3383 0.0965 1.2491 1.2 0.2 0.7
C -3.0365 2.3667 -0.5257 -0.7 -1.0 -0.7
Si -2.8906 0.4646 -0.6315 -0.8 -0.8 1.5
Cl 2.4141 -2.4817 -1.8640 0.0 -1.3 -0.9
H 3.1115 -2.2930 1.2355 -0.3 1.2 -0.9
H 1.0054 -1.8296 2.5127 1.6 2.0 -1.1
H 0.6808 -0.3629 1.4612 0.3 -0.5 0.0
H 2.0896 -0.1383 2.4954 -0.9 -1.4 0.2
H 3.0244 1.3647 0.9934 1.2 0.8 1.7
H 1.5230 0.9936 0.1961 2.0 0.3 -0.7
H 3.0237 1.6749 -0.8227 -0.9 -1.1 2.0
H 5.1328 -0.2068 0.1962 0.3 0.9 -0.8
H 4.6790 -0.3953 -1.6934 0.5 -0.1 1.6
H 4.8228 -1.7072 -0.3820 -0.4 0.0 -0.8
H -3.9636 0.1297 -2.8772 -0.5 -1.3 1.6
H -4.5859 -1.2570 -1.6092 0.4 1.1 -0.6
H -5.0120 0.5640 -1.5022 0.2 -1.2 -0.4
H -4.3737 0.2750 1.6049 0.4 0.2 -0.5
H -3.1155 -0.9564 1.5872 0.1 1.1 -0.4
H -2.6443 0.8426 1.8455 -1.3 -1.5 -0.9
H -3.9445 2.3103 0.1270 0.3 0.7 -0.8
H -2.2729 2.8256 0.1023 0.1 0.1 -0.4
H -3.2220 2.8523 -1.5288 0.2 -0.2 1.4
```
Positions in Å, forces in eV/Å.

Values from the calculation:
spin multiplicity = 1
lowest unoccupied orbital energy = -0.606 eV
energy relative to the best compared isomer or geometry (same formula, charge and spin) = 131.9 kcal/mol
DFT total energy = -32108.75156 eV
molar mass = 214.81 g/mol

Molecular formula: C3H6FN
Method: DFT, ωB97M-V/def2-TZVPD

```
11
Properties=species:S:1:pos:R:3:forces:R:3
C -0.9263 1.3395 0.6910 -1.8 1.6 3.2
C -0.1015 0.6793 -0.0391 1.1 -2.3 0.5
C 0.7219 -0.5637 0.2138 0.3 -0.8 -0.6
N 0.7912 -1.3221 -1.0653 -0.4 -1.9 1.3
F 2.0347 -0.0215 0.6123 -1.5 -1.3 -0.5
H -1.3589 2.2663 0.2994 0.0 -0.5 0.1
H -1.1753 1.1489 1.7699 0.4 -0.1 -1.2
H -0.0447 1.0163 -1.0041 0.7 0.7 -2.5
H 0.3485 -1.2975 0.9996 0.6 1.4 -0.7
H 1.6032 -1.0852 -1.6061 0.2 0.2 -0.2
H 0.7059 -2.4098 -1.0304 0.5 2.9 0.5
```
Positions in Å, forces in eV/Å.

Values from the calculation:
spin multiplicity = 1
lowest unoccupied orbital energy = 1.152 eV
SMILES = C=C[C@@H](N)F
energy relative to the best compared isomer or geometry (same formula, charge and spin) = 8.9 kcal/mol
DFT total energy = -7414.47704 eV
molar mass = 75.09 g/mol

Molecular formula: CHN2O4
Method: DFT, ωB97M-V/def2-TZVPD

```
8
Properties=species:S:1:pos:R:3:forces:R:3
C -2.2522 0.2082 0.1215 -0.5 0.9 -0.6
N -1.2718 1.5377 -0.5294 -0.2 3.8 -1.1
N 0.0094 1.5128 -0.1907 0.1 2.0 -1.7
O -2.6844 0.5212 1.1905 0.1 -0.1 0.6
O -2.2944 -0.5734 -0.7725 -0.1 -1.2 -0.3
O 0.5876 0.4988 0.2111 -0.9 0.2 0.2
O 0.6244 2.5882 -0.4371 0.6 -0.4 0.5
H -1.5128 2.7886 -1.0114 1.1 -5.2 2.3
```
Positions in Å, forces in eV/Å.

Values from the calculation:
spin multiplicity = 1
lowest unoccupied orbital energy = 4.081 eV
total charge = -1
energy relative to the best compared isomer or geometry (same formula, charge and spin) = 41.5 kcal/mol
DFT total energy = -12220.72599 eV
molar mass = 105.03 g/mol

Molecular formula: C22H9F4N4O8Ru
Method: DFT, ωB97M-V/def2-TZVPD

```
48
Properties=species:S:1:pos:R:3:forces:R:3
Ru 1.4919 -1.3032 0.5302 -0.1 2.0 1.0
C 2.6858 -3.7573 -2.2016 0.0 0.0 0.1
C 1.7002 -2.6102 -2.0813 0.4 -0.4 -0.6
C 0.5713 -2.7119 -3.0952 -0.1 0.0 0.1
O 1.1217 -2.6957 -0.7457 0.4 -2.3 -0.9
C 2.3946 -1.2544 -2.2340 0.4 0.5 -0.4
O 3.0844 -1.0804 -3.2419 -0.6 0.0 0.8
O 2.1348 -0.4202 -1.2901 0.4 0.0 -0.3
H 2.1622 -4.7066 -2.3498 0.0 0.1 0.0
H 3.2875 -3.8273 -1.2935 0.0 0.1 0.0
H 3.3457 -3.5601 -3.0439 0.0 0.0 0.0
H 0.0593 -3.6754 -3.0045 0.0 0.1 0.0
H 0.9879 -2.6229 -4.0983 0.0 0.0 0.1
H -0.1576 -1.9059 -2.9630 0.0 -0.1 0.0
H 0.1853 -2.5653 -0.8472 -1.1 -0.2 -0.1
O 6.1595 -0.7795 4.7849 0.8 0.1 0.6
C 5.2134 -0.8891 4.0753 -0.7 -0.1 -0.5
C 5.2331 -1.3663 2.6175 -0.7 0.3 0.6
O 6.2052 -1.6536 1.9906 0.8 -0.3 -0.6
C 3.8160 -1.3756 2.1796 0.0 0.1 0.5
C 3.0057 -0.9956 3.2498 0.6 0.0 -0.1
O 1.6784 -0.9630 3.2141 -0.5 0.0 -0.2
C 3.7507 -0.6362 4.4379 -0.1 0.1 0.4
O 3.3366 -0.2547 5.5160 0.2 -0.1 -0.4
O 3.4440 -1.6930 1.0037 -0.3 -0.1 -0.5
F -1.4156 1.9294 0.9849 1.3 -0.6 0.8
C -2.4332 2.3549 0.2682 -1.1 -0.3 -1.3
C -2.9719 3.5679 0.5876 -0.8 0.2 -0.7
F -2.4192 4.2203 1.6005 0.4 0.5 0.7
C -4.0653 4.1355 -0.0986 0.3 -0.6 -0.2
C -4.5331 3.3175 -1.1448 0.4 0.4 0.7
C -3.9926 2.1037 -1.4627 0.8 -0.3 0.7
F -4.5510 1.4349 -2.4673 -0.3 -0.5 -0.6
C -2.9084 1.5444 -0.7762 -0.4 1.0 0.4
C -2.3281 0.2585 -1.0911 0.7 -0.9 0.2
C -1.3033 -0.3419 -0.3841 -2.3 1.3 -1.7
N -0.4756 -1.0015 0.0785 2.0 -0.4 1.8
C -2.7369 -0.5491 -2.1868 0.3 0.2 0.2
N -2.9862 -1.2644 -3.0573 -0.1 -0.2 -0.2
F -5.5681 3.7171 -1.8806 -0.6 0.2 -0.4
C -4.6393 5.3984 0.2330 -0.2 0.4 0.1
C -4.1788 6.2025 1.3006 -0.2 -0.2 -0.3
N -3.8611 6.9075 2.1572 0.1 0.3 0.4
C -5.7340 5.9589 -0.4647 0.4 -0.2 0.3
N -6.6256 6.4735 -0.9860 -0.4 0.2 -0.2
C 1.1198 -2.0265 2.3761 -0.2 -0.2 0.2
H 1.6399 -2.9550 2.6380 -0.1 0.0 0.0
H 0.0699 -2.0832 2.6663 0.1 0.0 -0.1
```
Positions in Å, forces in eV/Å.

Values from the calculation:
spin multiplicity = 2
lowest unoccupied orbital energy (alpha / beta) = 3.355 / 2.717 eV
total charge = -2
energy relative to the best compared isomer or geometry (same formula, charge and spin) = 14.2 kcal/mol
DFT total energy = -58751.06279 eV
molar mass = 634.40 g/mol